1.
{"formula": "C15H26N5O9", "method": "ωB97M-V/def2-TZVPD", "elements": ["O", "O", "O", "O", "O", "O", "O", "O", "O", "C", "C", "C", "C", "C", "C", "C", "N", "N", "N", "N", "N", "C", "C", "C", "C", "C", "C", "C", "C", "H", "H", "H", "H", "H", "H", "H", "H", "H", "H", "H", "H", "H", "H", "H", "H", "H", "H", "H", "H", "H", "H", "H", "H", "H", "H"], "xyz": [[0.44755, 3.70295, 1.39500], [-1.94411, -5.59011, 0.95267], [1.67437, 9.35370, 1.12130], [0.81158, 5.33094, 4.60019], [3.55880, 4.81577, 1.91482], [-1.35148, -7.06399, -1.71582], [1.99291, 2.46503, 2.50810], [0.95298, 8.96515, 3.22720], [2.61742, 6.65791, 4.91464], [1.51582, 3.63542, 2.00067], [-2.95749, -5.42541, 0.28610], [1.69028, 8.68205, 2.13404], [1.68277, 6.05276, 4.14999], [2.35421, 4.86172, 2.15938], [-1.29522, -6.05140, -2.39145], [0.58920, 0.52668, -0.88940], [-0.20606, 0.36323, 0.13107], [-0.73879, -6.12729, -3.60307], [1.05105, -0.49233, -1.59751], [-2.97854, -4.86592, -0.93414], [0.91268, 1.75315, -1.18643], [-4.30127, -5.80257, 0.86514], [-0.54163, -5.07206, -4.59697], [2.54295, 7.42156, 2.12696], [1.74725, 6.18046, 2.63312], [0.85934, -1.92504, -1.29273], [-0.44880, -2.49438, -1.86711], [-0.69612, -3.86196, -1.21979], [-1.82907, -4.70171, -1.85913], [1.28754, 1.80579, 2.46585], [0.50316, 9.80126, 3.02427], [2.39036, 6.44990, 5.83528], [-0.62388, 1.16160, 0.57693], [-0.48610, -0.56803, 0.38518], [-0.42620, -7.05766, -3.84126], [1.64934, -0.27269, -2.37696], [-3.89865, -4.76693, -1.33266], [1.52374, 1.94809, -1.95957], [0.57943, 2.51567, -0.61410], [-4.15260, -6.20042, 1.86873], [-4.75656, -6.57012, 0.24158], [-4.94217, -4.92516, 0.91074], [0.24572, -4.39219, -4.27046], [-1.46771, -4.52110, -4.76651], [-0.23594, -5.52211, -5.54396], [2.87743, 7.25533, 1.09786], [3.43888, 7.59384, 2.73146], [0.72248, 6.24709, 2.25706], [1.69664, -2.49447, -1.70305], [0.87327, -2.07038, -0.21000], [-1.28543, -1.83334, -1.63792], [-0.35347, -2.59343, -2.94802], [-0.89838, -3.68060, -0.16486], [0.22938, -4.43972, -1.26569], [-2.20286, -4.16452, -2.72672]], "forces_ev_per_angstrom": [[1.41, -0.30, 0.52], [-0.14, 0.28, -0.67], [-0.30, -0.03, 1.18], [0.84, 0.60, 0.05], [-2.20, -0.43, 0.14], [-0.36, 0.36, 0.20], [0.09, 1.78, -0.31], [0.55, -0.34, -0.32], [-0.64, -0.22, -1.06], [-2.19, -1.73, -0.37], [0.91, -0.72, 2.14], [0.23, 0.18, -1.84], [-1.18, -1.00, 0.79], [3.63, 1.11, 0.14], [-0.40, -0.97, 1.55], [0.38, -0.68, -0.63], [-0.87, -0.97, 1.25], [0.48, 0.63, -1.63], [0.41, -0.62, -0.14], [0.29, 0.51, -1.97], [0.58, 1.56, -0.75], [0.10, -0.02, -0.13], [-0.09, -0.31, 0.42], [-0.22, -0.62, 0.61], [0.51, 0.91, -0.27], [-0.74, 0.10, -0.19], [0.25, -0.33, 0.25], [0.26, 0.07, -0.18], [-0.37, 0.07, 0.56], [-0.10, 0.02, -0.09], [-0.06, -0.02, 0.08], [0.03, -0.02, -0.02], [-0.10, -0.03, 0.15], [-0.25, 0.10, 0.20], [-0.02, 0.07, 0.13], [0.02, 0.04, 0.03], [0.15, -0.12, -0.23], [0.01, 0.20, 0.03], [0.10, 0.15, -0.07], [0.03, 0.11, -0.17], [-0.19, 0.02, -0.02], [-0.24, 0.00, -0.02], [0.03, 0.16, -0.16], [0.07, 0.06, -0.07], [-0.07, 0.05, 0.20], [-0.20, 0.20, 0.26], [-0.15, -0.14, 0.01], [-0.01, -0.14, 0.36], [0.05, 0.31, 0.13], [0.15, 0.06, 0.01], [-0.07, 0.13, -0.15], [-0.09, 0.18, -0.09], [-0.10, -0.40, 0.01], [0.06, -0.04, 0.12], [-0.27, 0.22, 0.01]], "charge": 1, "largest_force_ev_per_a": 3.80, "total_energy_ha": -1537.98918, "e_homo_ev": -11.3}

=====

2.
{"formula": "C9H58NO21", "method": "ωB97M-V/def2-TZVPD", "elements": ["C", "C", "C", "C", "C", "C", "N", "O", "C", "C", "C", "H", "H", "H", "H", "H", "H", "H", "H", "H", "H", "H", "H", "H", "H", "H", "H", "H", "H", "O", "H", "H", "O", "H", "H", "O", "H", "H", "O", "H", "H", "O", "H", "H", "O", "H", "H", "O", "H", "H", "O", "H", "H", "O", "H", "H", "O", "H", "H", "O", "H", "H", "O", "H", "H", "O", "H", "H", "O", "H", "H", "O", "H", "H", "O", "H", "H", "O", "H", "H", "O", "H", "H", "O", "H", "H", "O", "H", "H"], "xyz": [[-21.41035, 13.56218, -13.71647], [-19.95526, 13.26405, -13.37172], [-19.92017, 11.65769, -13.42137], [-18.51906, 10.90923, -13.36717], [-17.65503, 11.51751, -14.52659], [-17.59561, 13.11387, -14.60388], [-19.01358, 13.64069, -14.41903], [-19.24699, 14.96511, -14.85132], [-17.02222, 13.51434, -15.95126], [-16.63057, 13.52130, -13.47027], [-19.56719, 13.62686, -11.88406], [-22.18722, 13.27715, -13.00701], [-21.81971, 13.11625, -14.62293], [-21.60846, 14.63364, -13.74516], [-20.27073, 11.43926, -14.43009], [-20.69939, 11.25144, -12.77649], [-18.75063, 9.85174, -13.49438], [-18.02257, 10.95906, -12.39809], [-17.77885, 11.06360, -15.50981], [-16.66288, 11.16707, -14.24210], [-16.65710, 14.53716, -16.04413], [-17.71766, 13.20808, -16.73271], [-16.21022, 12.80618, -16.11635], [-15.61057, 13.19569, -13.67441], [-16.77498, 12.85340, -12.62107], [-16.66740, 14.56032, -13.14287], [-19.27744, 14.67748, -11.86591], [-18.73396, 13.08107, -11.44139], [-20.37066, 13.32662, -11.21146], [-13.56377, 12.13336, -15.26019], [-14.40568, 12.45976, -15.57780], [-13.74377, 11.83169, -14.36979], [-19.05351, 8.66783, -16.02382], [-19.58503, 9.39074, -15.69048], [-18.93532, 8.86539, -16.95293], [-23.33409, 9.01841, -12.84867], [-23.16525, 9.88537, -12.47973], [-24.22893, 9.07061, -13.18447], [-17.62299, 16.94148, -11.55716], [-17.46734, 17.13892, -12.48076], [-18.56244, 16.76574, -11.50433], [-16.60946, 7.66588, -13.29822], [-17.18424, 8.02921, -13.97190], [-15.91221, 8.31462, -13.20223], [-16.39028, 14.61379, -10.47927], [-17.03405, 14.05538, -10.91512], [-16.63665, 15.50432, -10.72926], [-14.75776, 17.34292, -12.00107], [-15.58132, 16.85882, -11.94083], [-14.08503, 16.70137, -11.77285], [-16.54394, 14.12653, -19.39696], [-17.03627, 14.83337, -18.97957], [-15.68492, 14.50746, -19.57917], [-20.00391, 12.17769, -16.96386], [-20.68871, 12.75657, -16.62893], [-19.26139, 12.31952, -16.37669], [-14.35054, 10.36883, -17.31376], [-14.12309, 11.17228, -16.84580], [-15.11715, 10.60431, -17.83634], [-21.25260, 16.71217, -12.07581], [-20.67518, 16.18954, -12.63230], [-22.06264, 16.79291, -12.57934], [-13.81471, 14.09297, -11.52678], [-14.66957, 14.09919, -11.09620], [-13.71436, 13.19691, -11.84810], [-14.02316, 11.23782, -12.84055], [-13.61973, 11.00688, -12.00380], [-14.80532, 10.68824, -12.88966], [-15.26538, 17.12728, -15.25006], [-16.19350, 17.36082, -15.26655], [-14.94422, 17.47858, -14.41959], [-17.85362, 17.71587, -14.82775], [-18.53378, 18.37149, -14.98190], [-18.30715, 16.87657, -14.90599], [-18.77848, 9.73863, -9.38586], [-18.45087, 10.27334, -10.10905], [-18.24632, 8.94353, -9.41503], [-24.62258, 14.38539, -15.49289], [-24.16201, 13.70939, -15.99002], [-24.83536, 13.96682, -14.65877], [-23.87182, 11.64057, -11.78470], [-23.75516, 12.08047, -10.94262], [-24.75286, 11.88847, -12.06495], [-20.08496, 16.08573, -17.35068], [-19.76087, 15.69213, -16.54057], [-19.29445, 16.33605, -17.82887], [-23.28598, 16.76725, -13.92007], [-23.69214, 16.06229, -14.42435], [-23.02003, 17.41015, -14.57747]], "forces_ev_per_angstrom": [[-0.83, 1.59, 0.26], [1.81, -3.96, 0.75], [0.67, 0.14, -0.40], [-1.93, 1.74, -0.95], [0.57, 0.19, 1.16], [-1.35, -0.52, 2.07], [-0.30, 0.17, -1.54], [0.66, 0.92, 0.22], [-0.34, -0.92, -0.06], [0.12, -0.73, 0.17], [-0.32, 0.22, -0.82], [0.63, -0.66, 0.81], [0.73, -0.01, -0.47], [0.32, 0.13, -0.58], [-0.18, -0.08, -0.17], [0.23, -0.11, 0.51], [0.27, -0.09, -0.30], [0.16, 0.35, -0.01], [-0.68, -0.02, -0.01], [0.58, 0.23, -0.30], [-0.26, -0.08, 0.09], [-0.10, 0.70, -0.24], [0.47, 0.17, -0.01], [0.26, 0.66, -0.55], [-0.61, 0.22, 0.39], [-0.01, -0.01, -0.32], [-0.40, 0.15, 0.45], [0.32, -0.32, -0.73], [-0.38, 0.72, 0.02], [0.33, 0.44, -1.33], [-0.23, 0.49, 0.21], [0.11, -0.37, 0.79], [0.14, -0.44, 0.13], [-0.20, 0.35, 0.11], [0.05, 0.13, -0.21], [0.11, -0.60, -0.20], [0.02, 0.43, 0.21], [-0.15, 0.04, -0.06], [0.30, 0.10, 0.38], [-0.17, 0.18, -0.70], [-0.41, -0.07, 0.03], [-0.23, -0.60, 0.16], [-0.26, 0.15, -0.34], [0.43, 0.39, 0.15], [0.46, -0.36, 0.67], [-0.18, -0.15, -0.19], [-0.37, 0.46, -0.16], [0.12, 0.56, -0.16], [-0.10, -0.18, 0.12], [0.22, -0.47, -0.04], [-0.03, -0.21, -0.28], [-0.19, 0.08, 0.27], [0.25, 0.07, 0.04], [-0.38, -0.77, -0.85], [0.10, 0.35, 0.24], [0.01, 0.40, 0.61], [-0.16, -0.46, -0.56], [0.50, 0.10, 0.58], [-0.23, -0.01, -0.16], [0.51, 0.35, 0.85], [0.20, -0.30, -0.45], [-0.35, -0.11, -0.37], [0.74, 0.41, -0.02], [-0.68, 0.12, 0.30], [-0.01, -0.26, -0.33], [0.36, 0.70, -0.16], [0.35, -0.38, 0.63], [-0.80, -0.62, 0.12], [0.74, -0.20, -0.49], [-0.48, 0.20, 0.05], [0.14, -0.05, 0.42], [0.14, 0.76, 0.24], [-0.10, 0.18, -0.05], [-0.57, -1.55, 0.11], [-0.39, 0.04, 0.40], [0.19, 0.17, -0.30], [0.23, -0.21, -0.12], [-0.22, 0.43, 0.02], [0.31, -0.13, -0.17], [-0.04, -0.20, 0.29], [0.06, -0.09, -0.13], [0.22, 0.13, 0.30], [-0.29, 0.06, -0.12], [-0.52, 0.72, -1.02], [0.39, -1.01, 1.45], [0.12, 0.03, -0.07], [-0.32, 0.39, 0.22], [-0.09, -0.53, -0.34], [0.19, 0.13, -0.19]], "charge": -2, "largest_force_ev_per_a": 4.42, "spin_multiplicity": 2, "total_energy_ha": -2012.40581, "e_homo_ev": [1.8, -1.3]}

=====

3.
{"formula": "C6H18N3", "method": "ωB97M-V/def2-TZVPD", "elements": ["C", "C", "C", "H", "H", "H", "H", "H", "H", "H", "H", "C", "C", "C", "N", "N", "N", "H", "H", "H", "H", "H", "H", "H", "H", "H", "H"], "xyz": [[1.18927, 0.16031, 1.32607], [2.28679, 0.81343, 0.40471], [1.35755, 0.70066, 2.77310], [0.23856, 0.41159, 0.87785], [1.38175, -0.92184, 1.28547], [2.20543, 1.88174, 0.56386], [2.40573, 0.55844, 3.01561], [0.95753, 1.71403, 2.84874], [1.86099, 0.74673, -0.62620], [3.19587, 0.25777, 0.58052], [0.80691, 0.01069, 3.40836], [-1.38836, -1.85555, -1.32981], [0.21677, -2.00247, -1.44537], [-1.64959, 0.60569, -0.75748], [-1.77581, -0.72140, -0.55800], [-0.98100, 1.15017, -1.77117], [-2.02800, 1.44106, 0.23533], [-1.48603, -1.71587, -2.42489], [-1.97715, -2.68984, -0.96842], [0.54346, -2.60409, -0.59934], [0.62003, -0.99091, -1.40664], [-2.42001, -0.95478, 0.20314], [-0.31305, 0.60822, -2.29863], [-1.00553, 2.15853, -1.83775], [-2.93658, 1.26889, 0.65701], [-1.71692, 2.40356, 0.27517], [0.41139, -2.43477, -2.43126]], "forces_ev_per_angstrom": [[1.79, 0.66, 0.26], [-2.82, -0.52, -0.67], [-0.98, -1.46, -1.22], [-0.61, -0.04, 0.15], [-0.32, 0.09, 0.15], [0.99, 0.22, 0.46], [0.13, 0.53, 0.26], [0.44, -0.10, 0.23], [1.07, -0.42, 0.18], [0.51, 0.63, -0.35], [-0.14, 0.31, 0.53], [0.07, 1.08, -0.11], [-0.17, 0.08, -0.23], [1.91, 3.54, 0.11], [-1.12, -2.01, -0.27], [-0.52, -1.30, 0.89], [-1.29, -1.29, -0.69], [-0.69, 0.35, 0.16], [0.42, -0.34, -0.05], [0.06, -0.07, 0.00], [0.24, -0.21, 0.14], [0.34, 0.07, 0.17], [0.00, 0.25, -0.41], [0.24, 0.04, -0.38], [0.18, 0.07, 0.47], [0.03, 0.03, -0.23], [0.21, -0.18, 0.46]], "charge": 2, "relative_energy_kj_mol": 109.78, "largest_force_ev_per_a": 4.03, "spin_multiplicity": 2, "total_energy_ha": -402.91408, "e_homo_ev": [-17.7, -17.5]}

=====

| no. | molecular weight (g mol⁻¹) |
| --- | --- |
| 1 | 420.40 |
| 2 | 516.55 |
| 3 | 132.23 |